Entry 1:
Formula: C63H67IN6O17
Source: the OMol25 dataset
Level of theory: ωB97M-V with the def2-TZVPD basis set

Largest force on an atom, eV/Å: 1.8
Kohn-Sham gap, eV: 7.2
SMILES string: CCOCCOCc1cc(N=C(C)C)cc2c1C(=O)c1c(cc(CCOCC)c(I)c1CCCCCOC(C)=O)C2=O.O=[N+]([O-])c1ccccc1.O=[N+]([O-])c1ccccc1.O=[N+]([O-])c1ccccc1.O=[N+]([O-])c1ccccc1.O=[N+]([O-])c1ccccc1

The geometry in ORCA input format:
```
! RIJCOSX wB97M-V def2-TZVPD def2/J DEFGRID3
* xyz 0 1
C -6.253 2.785 0.710
C -5.569 3.147 -0.592
O -6.029 2.295 -1.619
C -5.131 2.190 -2.696
C -5.864 1.641 -3.905
O -4.958 1.459 -4.973
C -4.350 0.175 -5.029
C -2.881 0.291 -4.713
C -2.143 1.286 -5.340
C -0.785 1.485 -5.072
N -0.069 2.522 -5.627
C 1.200 2.466 -5.788
C 1.868 1.313 -6.484
C 2.081 3.537 -5.266
C -0.165 0.654 -4.129
C -0.898 -0.320 -3.497
C -2.250 -0.532 -3.769
C -2.933 -1.599 -3.001
O -3.725 -2.369 -3.503
C -2.523 -1.679 -1.560
C -1.169 -1.449 -1.301
C -0.684 -1.465 -0.008
C -1.552 -1.704 1.060
C -0.958 -1.659 2.447
C 0.117 -2.725 2.662
O 0.757 -2.586 3.909
C 1.972 -1.848 3.906
C 1.798 -0.371 4.255
C -2.897 -1.943 0.780
I -4.213 -2.297 2.384
C -3.418 -1.943 -0.523
C -4.866 -2.233 -0.801
C -5.108 -3.755 -0.701
C -6.530 -4.165 -0.286
C -6.482 -5.307 0.722
C -7.822 -5.566 1.371
O -7.757 -6.603 2.364
C -7.108 -6.242 3.510
C -5.809 -6.949 3.761
O -7.566 -5.432 4.265
C -0.267 -1.157 -2.454
O 0.862 -1.592 -2.527
H -5.717 3.204 1.561
H -6.302 1.703 0.815
H -7.271 3.167 0.750
H -4.481 3.090 -0.483
H -5.793 4.193 -0.836
H -4.698 3.163 -2.948
H -4.297 1.517 -2.443
H -6.597 2.382 -4.228
H -6.427 0.741 -3.649
H -4.500 -0.216 -6.036
H -4.833 -0.518 -4.345
H -2.651 1.941 -6.033
H 1.306 0.392 -6.363
H 1.959 1.574 -7.538
H 2.877 1.146 -6.105
H 2.733 4.003 -6.007
H 1.513 4.305 -4.752
H 2.740 3.049 -4.543
H 0.871 0.776 -3.844
H 0.368 -1.286 0.162
H -0.488 -0.677 2.543
H -1.710 -1.707 3.226
H -0.363 -3.706 2.636
H 0.835 -2.705 1.839
H 2.494 -1.952 2.951
H 2.603 -2.308 4.666
H 0.887 -0.213 4.826
H 1.747 0.240 3.353
H 2.640 -0.023 4.845
H -5.503 -1.710 -0.091
H -5.109 -1.927 -1.812
H -4.429 -4.121 0.070
H -4.813 -4.246 -1.626
H -7.089 -3.316 0.111
H -7.054 -4.541 -1.168
H -6.108 -6.219 0.252
H -5.758 -5.056 1.501
H -8.178 -4.651 1.852
H -8.576 -5.885 0.655
H -4.994 -6.271 3.513
H -5.747 -7.221 4.810
H -5.712 -7.843 3.152
O 2.931 4.529 4.852
N 3.445 3.452 5.071
O 2.841 2.410 5.231
C 4.915 3.390 5.158
C 5.650 4.553 5.042
C 7.030 4.473 5.140
C 7.646 3.246 5.345
C 6.885 2.088 5.447
C 5.505 2.156 5.357
H 5.159 5.499 4.876
H 7.624 5.372 5.053
H 8.724 3.191 5.421
H 7.364 1.129 5.600
H 4.903 1.263 5.433
O 5.498 4.854 0.879
N 5.823 4.563 -0.253
O 6.584 5.214 -0.940
C 5.253 3.337 -0.836
C 4.359 2.591 -0.087
C 3.809 1.450 -0.650
C 4.166 1.072 -1.940
C 5.075 1.835 -2.667
C 5.623 2.981 -2.118
H 4.094 2.898 0.914
H 3.101 0.860 -0.085
H 3.735 0.186 -2.389
H 5.347 1.533 -3.670
H 6.317 3.580 -2.684
O -8.643 -0.051 -0.529
N -9.766 0.300 -0.232
O -10.138 1.453 -0.158
C -10.754 -0.758 0.050
C -10.342 -2.076 0.001
C -11.269 -3.072 0.264
C -12.581 -2.738 0.571
C -12.973 -1.406 0.612
C -12.054 -0.402 0.350
H -9.319 -2.323 -0.238
H -10.965 -4.109 0.234
H -13.301 -3.518 0.782
H -13.996 -1.148 0.849
H -12.345 0.637 0.376
O 4.719 -2.262 6.386
N 5.587 -1.936 5.606
O 5.472 -1.057 4.772
C 6.873 -2.650 5.669
C 7.023 -3.674 6.585
C 8.230 -4.353 6.628
C 9.259 -4.001 5.764
C 9.088 -2.964 4.856
C 7.885 -2.279 4.803
H 6.214 -3.936 7.250
H 8.366 -5.159 7.335
H 10.198 -4.537 5.799
H 9.891 -2.690 4.186
H 7.736 -1.473 4.099
O 7.240 5.267 -5.532
N 7.878 4.320 -5.128
O 7.401 3.230 -4.866
C 9.326 4.497 -4.935
C 9.884 5.735 -5.191
C 11.245 5.902 -4.991
C 12.019 4.839 -4.544
C 11.437 3.602 -4.300
C 10.077 3.424 -4.495
H 9.270 6.552 -5.537
H 11.700 6.864 -5.181
H 13.080 4.976 -4.385
H 12.042 2.776 -3.955
H 9.611 2.468 -4.307
*
```

=====

Entry 2:
Formula: C63H69Cl3FN2O30PS
Source: the OMol25 dataset
Level of theory: ωB97M-V with the def2-TZVPD basis set

Largest force on an atom, eV/Å: 0.9
Kohn-Sham gap, eV: 6.5
SMILES string: CCCCCCCC[C@H](C[SH](=O)=O)O[C@](F)(CCCC(=O)O)[C@H](N(CCCCn1cccc1)/C(Cl)=C(/C)Cl)P(O)Cl.O=C1C=C(O)C(=O)C=C1O.O=C1C=C(O)C(=O)C=C1O.O=C1C=C(O)C(=O)C=C1O.O=C1C=C(O)C(=O)C=C1O.O=C1C=C(O)C(=O)C=C1O.O=C1C=C(O)C(=O)C=C1O

The geometry in ORCA input format:
```
! RIJCOSX wB97M-V def2-TZVPD def2/J DEFGRID3
* xyz 0 1
C 2.361 -2.896 0.470
C 3.180 -2.200 -0.618
C 3.483 -0.730 -0.294
C 2.367 0.224 -0.738
C 2.391 0.551 -2.235
C 1.773 1.932 -2.553
C 1.030 2.038 -3.903
C -0.511 2.016 -3.769
C -1.082 0.634 -4.099
C -1.138 0.534 -5.630
S -1.246 -1.127 -6.226
O -2.434 -1.772 -5.742
O 0.043 -1.753 -6.034
O -2.398 0.379 -3.642
C -2.632 0.337 -2.265
F -2.725 1.652 -1.802
C -1.476 -0.286 -1.499
C -0.927 -1.671 -1.910
C -1.776 -2.597 -2.782
C -0.880 -3.614 -3.456
O 0.036 -4.155 -2.902
O -1.230 -3.905 -4.742
C -4.052 -0.273 -2.050
N -5.094 0.693 -2.400
C -5.189 1.122 -3.814
C -4.991 0.124 -4.956
C -6.197 -0.735 -5.401
C -5.943 -2.250 -5.289
N -7.031 -3.000 -4.688
C -8.354 -2.932 -5.017
C -9.045 -3.823 -4.235
C -8.095 -4.460 -3.395
C -6.870 -3.928 -3.702
C -6.343 0.478 -1.809
Cl -7.205 -1.007 -2.172
C -6.959 1.370 -1.030
C -8.313 1.184 -0.412
Cl -6.187 2.880 -0.704
P -4.491 -0.862 -0.299
O -3.344 -2.016 -0.055
Cl -3.754 0.667 0.845
H 1.487 -2.302 0.754
H 2.973 -3.064 1.359
H 1.999 -3.868 0.131
H 2.684 -2.302 -1.589
H 4.124 -2.745 -0.721
H 3.604 -0.650 0.791
H 4.442 -0.433 -0.727
H 2.471 1.163 -0.185
H 1.412 -0.220 -0.440
H 3.437 0.545 -2.557
H 1.892 -0.216 -2.836
H 2.581 2.668 -2.539
H 1.108 2.203 -1.729
H 1.363 1.226 -4.556
H 1.313 2.989 -4.356
H -0.756 2.312 -2.754
H -0.946 2.762 -4.439
H -0.373 -0.129 -3.762
H -0.245 0.973 -6.073
H -2.004 1.096 -5.990
H -1.414 -0.923 -7.554
H -1.700 -0.272 -0.439
H -0.639 0.409 -1.598
H -0.644 -2.200 -1.001
H 0.011 -1.511 -2.449
H -2.486 -3.181 -2.190
H -2.342 -2.091 -3.562
H -0.521 -3.632 -5.342
H -4.124 -1.209 -2.626
H -4.450 1.915 -3.948
H -6.163 1.605 -3.925
H -4.144 -0.533 -4.782
H -4.700 0.746 -5.808
H -7.112 -0.452 -4.884
H -6.369 -0.525 -6.459
H -5.041 -2.482 -4.723
H -5.785 -2.652 -6.293
H -8.708 -2.260 -5.783
H -10.105 -4.017 -4.262
H -8.299 -5.211 -2.648
H -5.909 -4.163 -3.272
H -9.074 1.171 -1.196
H -8.541 2.002 0.264
H -8.359 0.228 0.109
H -3.808 -2.862 -0.072
O -0.138 1.872 7.458
C -0.683 1.947 6.371
C -1.732 1.063 5.910
C -2.250 1.234 4.684
O -3.208 0.466 4.194
C -1.768 2.330 3.756
O -2.282 2.408 2.656
C -0.729 3.224 4.227
C -0.220 3.051 5.453
O 0.727 3.826 5.967
H -2.069 0.282 6.577
H -3.405 0.770 3.286
H -0.395 4.016 3.572
H 0.915 3.484 6.864
O 4.302 6.836 5.836
C 3.781 6.942 4.738
C 2.728 6.073 4.265
C 2.231 6.262 3.036
O 1.270 5.510 2.518
C 2.734 7.354 2.122
O 2.226 7.417 1.015
C 3.773 8.241 2.606
C 4.271 8.051 3.836
O 5.221 8.803 4.373
H 2.375 5.290 4.922
H 1.099 5.852 1.618
H 4.113 9.026 1.949
H 5.386 8.441 5.265
O -1.154 -10.412 0.331
C -0.487 -9.410 0.512
C 0.296 -9.148 1.704
C 0.982 -8.005 1.788
O 1.744 -7.684 2.833
C 0.970 -6.970 0.694
O 1.623 -5.959 0.887
C 0.202 -7.231 -0.506
C -0.484 -8.380 -0.595
O -1.217 -8.724 -1.645
H 0.305 -9.894 2.484
H 2.126 -6.808 2.627
H 0.213 -6.486 -1.289
H -1.598 -9.599 -1.433
O 2.312 -11.178 1.541
C 3.437 -11.416 1.138
C 3.747 -12.401 0.125
C 5.025 -12.593 -0.228
O 5.418 -13.467 -1.140
C 6.160 -11.813 0.398
O 7.283 -12.082 0.012
C 5.848 -10.812 1.393
C 4.569 -10.615 1.746
O 4.193 -9.715 2.639
H 2.930 -12.957 -0.314
H 6.392 -13.392 -1.184
H 6.663 -10.247 1.822
H 3.219 -9.756 2.710
O 4.435 4.506 7.466
C 5.388 3.952 7.978
C 5.330 3.045 9.104
C 6.471 2.510 9.562
O 6.536 1.666 10.579
C 7.818 2.825 8.947
O 8.786 2.291 9.458
C 7.874 3.723 7.815
C 6.734 4.259 7.356
O 6.661 5.103 6.342
H 4.365 2.822 9.537
H 7.484 1.449 10.688
H 8.839 3.937 7.378
H 5.714 5.357 6.261
O 3.076 10.111 0.226
C 2.255 10.869 -0.257
C 1.963 12.198 0.232
C 1.031 12.927 -0.399
O 0.687 14.153 -0.044
C 0.271 12.406 -1.601
O -0.562 13.153 -2.081
C 0.573 11.081 -2.093
C 1.504 10.349 -1.462
O 1.845 9.123 -1.813
H 2.511 12.564 1.088
H -0.009 14.431 -0.673
H 0.029 10.718 -2.954
H 2.504 8.819 -1.154
*
```

=====

Entry 3:
Formula: C63H71F19INO15
Source: the OMol25 dataset
Level of theory: ωB97M-V with the def2-TZVPD basis set

Energy relative to the best compared isomer or geometry (same formula, charge and spin), kcal per mole: 0.0
Largest force on an atom, eV/Å: 1.6
Kohn-Sham gap, eV: 8.1
SMILES string: CNCc1ccc([C@H](C)F)c2c1C(=O)c1c(CCCCOC)c(Cc3ccccc3C)c(I)c(Cc3ccccc3C)c1C2=O.CCOC(=O)C(F)(F)F.CCOC(=O)C(F)(F)F.CCOC(=O)C(F)(F)F.CCOC(=O)C(F)(F)F.CCOC(=O)C(F)(F)F.CCOC(=O)C(F)(F)F

The geometry in ORCA input format:
```
! RIJCOSX wB97M-V def2-TZVPD def2/J DEFGRID3
* xyz 0 1
C -1.257 -3.200 2.702
N -1.774 -4.592 2.678
C -1.566 -5.164 1.335
C -2.260 -4.331 0.251
C -3.651 -4.344 0.237
C -4.366 -3.595 -0.670
C -3.744 -2.795 -1.622
C -4.547 -1.965 -2.625
C -6.040 -1.867 -2.263
F -4.513 -2.543 -3.893
C -2.357 -2.789 -1.618
C -1.633 -3.543 -0.702
C -0.112 -3.467 -0.781
O 0.598 -4.439 -0.612
C 0.415 -2.077 -1.123
C 1.553 -1.539 -0.526
C 2.311 -2.430 0.452
C 3.302 -3.443 -0.228
C 3.276 -3.462 -1.772
C 4.026 -2.258 -2.405
O 3.141 -1.586 -3.293
C 3.929 -0.690 -4.089
C 1.971 -0.228 -0.836
C 3.201 0.342 -0.115
C 2.923 1.494 0.868
C 3.251 2.808 0.539
C 3.027 3.880 1.363
C 2.452 3.703 2.612
C 2.153 2.406 2.976
C 2.374 1.316 2.142
C 1.998 -0.046 2.697
C 1.230 0.466 -1.796
I 1.792 2.426 -2.429
C 0.112 -0.069 -2.413
C -0.699 0.651 -3.461
C -1.964 1.331 -2.895
C -2.462 1.020 -1.639
C -3.621 1.662 -1.220
C -4.260 2.563 -2.037
C -3.756 2.890 -3.284
C -2.594 2.263 -3.719
C -2.058 2.586 -5.108
C -0.304 -1.337 -2.052
C -1.536 -1.993 -2.624
O -1.886 -1.962 -3.788
H -0.969 -2.957 3.735
H -2.089 -2.524 2.439
H -0.401 -3.070 2.037
H -2.757 -4.603 2.917
H -0.506 -5.344 1.155
H -2.080 -6.140 1.344
H -4.174 -4.967 0.967
H -5.449 -3.643 -0.585
H -4.176 -0.929 -2.647
H -6.460 -2.875 -2.168
H -6.211 -1.249 -1.374
H -6.583 -1.393 -3.093
H 1.555 -2.987 1.020
H 2.882 -1.880 1.194
H 3.120 -4.471 0.111
H 4.322 -3.184 0.094
H 2.283 -3.592 -2.207
H 3.848 -4.354 -2.079
H 4.913 -2.624 -2.948
H 4.370 -1.577 -1.603
H 3.236 -0.153 -4.746
H 4.475 -0.035 -3.395
H 4.622 -1.273 -4.719
H 3.788 -0.444 0.371
H 3.874 0.763 -0.884
H 3.680 2.973 -0.446
H 3.273 4.896 1.052
H 2.251 4.548 3.266
H 1.727 2.240 3.968
H 1.160 -0.527 2.179
H 1.700 0.054 3.751
H 2.895 -0.679 2.719
H -0.137 1.441 -3.970
H -1.039 -0.015 -4.264
H -1.977 0.301 -0.982
H -4.051 1.435 -0.245
H -5.183 3.038 -1.704
H -4.223 3.610 -3.953
H -1.020 2.938 -5.084
H -2.729 3.274 -5.633
H -2.086 1.643 -5.681
C -3.195 -8.562 -0.913
C -4.682 -8.633 -1.184
O -5.355 -9.444 -0.196
C -5.598 -8.856 0.965
O -5.310 -7.732 1.256
C -6.352 -9.813 1.896
F -5.807 -11.034 1.922
F -7.628 -9.962 1.512
F -6.362 -9.354 3.152
H -2.769 -9.564 -0.849
H -2.688 -8.010 -1.705
H -2.989 -8.065 0.035
H -4.862 -9.115 -2.143
H -5.132 -7.641 -1.229
C 8.154 4.143 -4.904
C 7.993 2.934 -5.800
O 8.387 1.728 -5.112
C 7.487 1.236 -4.272
O 6.410 1.708 -4.055
C 8.008 -0.059 -3.635
F 9.268 0.069 -3.201
F 7.990 -1.068 -4.520
F 7.263 -0.428 -2.592
H 9.173 4.204 -4.522
H 7.923 5.058 -5.446
H 7.492 4.082 -4.041
H 8.649 3.020 -6.664
H 6.973 2.840 -6.173
C 1.429 10.464 1.681
C 1.076 9.885 0.327
O 2.209 9.226 -0.269
C 2.472 8.004 0.180
O 1.858 7.420 1.022
C 3.672 7.418 -0.575
F 4.688 8.287 -0.663
F 3.339 7.077 -1.829
F 4.139 6.321 0.024
H 2.292 11.127 1.600
H 0.588 11.024 2.089
H 1.694 9.678 2.388
H 0.798 10.685 -0.356
H 0.230 9.201 0.390
C 4.696 9.289 -4.309
C 6.061 9.816 -4.700
O 7.092 9.257 -3.864
C 7.486 8.028 -4.167
O 7.063 7.359 -5.064
C 8.607 7.592 -3.214
F 8.313 7.868 -1.938
F 9.756 8.223 -3.498
F 8.843 6.281 -3.289
H 4.506 9.468 -3.250
H 3.917 9.773 -4.897
H 4.628 8.213 -4.470
H 6.099 10.893 -4.549
H 6.282 9.626 -5.751
C -7.065 -8.198 5.701
C -6.892 -6.888 4.964
O -7.305 -5.768 5.772
C -6.431 -5.359 6.683
O -5.355 -5.838 6.886
C -6.984 -4.136 7.425
F -8.255 -4.308 7.811
F -6.951 -3.046 6.640
F -6.279 -3.860 8.522
H -8.092 -8.310 6.052
H -6.818 -9.031 5.052
H -6.420 -8.245 6.580
H -7.530 -6.875 4.082
H -5.866 -6.750 4.625
C -5.498 -0.756 7.944
C -5.067 0.648 8.310
O -3.682 0.870 7.981
C -3.421 1.127 6.705
O -4.226 1.187 5.824
C -1.918 1.381 6.522
F -1.176 0.457 7.146
F -1.571 2.577 7.020
F -1.571 1.367 5.236
H -4.843 -1.491 8.413
H -6.522 -0.939 8.263
H -5.440 -0.918 6.868
H -5.151 0.793 9.385
H -5.696 1.400 7.831
*
```

=====

Number 1: E_HOMO -7.99 eV. Number 2: E_HOMO -8.14 eV. Number 3: E_HOMO -8.49 eV.